Density functional theory data (ωB97M-V with the def2-TZVPD basis set) for a molecular structure, C9H15ClI2N2OPTi.

Output
HOMO (spin up / spin down) (eV): -15.5 / -15.3
Kohn-Sham gap (spin up / spin down) (eV): 6.633 / 3.903
<S²>: 0.774
Total charge: +2
Max |F| (eV/Å): 5.1
Spin multiplicity: 2
DFT total energy (hartree): -2782.630645

Last column: Löwdin charge in e.
Atoms and positions in Å:
I -0.462 -2.551 -0.574  0.893
I -0.331 2.657 -0.582  0.667
Ti 0.234 0.048 -0.327  -0.171
P 0.167 0.023 -2.847  0.635
C -1.457 0.008 -3.659  -0.228
C 1.025 1.439 -3.604  -0.266
H 2.006 -1.519 -3.077  0.046
H 1.222 -1.164 -4.648  0.075
H 0.457 -2.302 -3.478  0.030
C 1.047 -1.387 -3.588  -0.265
H 1.993 1.577 -3.111  0.050
H 1.179 1.223 -4.668  0.077
H -1.303 0.010 -4.747  0.082
H -2.028 0.895 -3.365  0.062
H 0.431 2.350 -3.477  0.021
H -2.014 -0.888 -3.365  0.057
C -1.927 0.044 -0.436  -0.382
O -3.082 0.035 -0.477  0.165
Cl 2.513 0.017 -0.520  0.160
N 0.053 -0.077 5.950  0.190
C 0.029 -0.057 4.594  -0.263
C 0.924 -0.853 3.848  0.035
C 0.908 -0.763 2.468  -0.143
N 0.032 0.036 1.805  -0.150
C -0.888 0.740 2.513  -0.127
C -0.888 0.758 3.896  0.040
H 0.706 -0.661 6.452  0.132
H -0.580 0.495 6.495  0.135
H 1.636 -1.520 4.339  0.138
H 1.599 -1.328 1.838  0.084
H -1.606 1.317 1.924  0.086
H -1.593 1.399 4.429  0.138